186
Properties=species:S:1:pos:R:3:forces:R:3 method="wB97M-V/def2-TZVPD" orbital_gap_ev=6.7 e_lumo_ev=-6.852 charge=+2
C 0.627487 -0.304821 7.395043 3.615 2.837 1.548
C -0.510445 -1.121302 7.123205 0.729 -2.310 -1.250
O -0.400038 -1.868612 6.153403 -0.867 -0.651 -0.498
N -1.510697 -1.173873 7.989215 -2.082 0.227 0.042
H 0.522136 -3.386877 5.230862 -1.831 0.542 3.111
H -2.348815 -1.668960 7.633042 1.099 0.142 0.350
C -1.857181 0.095860 8.634750 -1.716 -0.330 0.047
H 1.574785 -0.820404 7.063177 -1.185 0.435 0.362
H 0.770330 0.030820 8.461702 -0.287 -0.665 -0.872
H 0.633570 0.675388 6.874492 -0.306 -0.567 -0.113
H -1.617337 0.906153 7.932501 0.082 0.153 0.873
H -1.519216 0.174129 9.670236 0.525 0.260 -0.396
H -2.960283 0.058797 8.725012 0.493 0.333 -0.031
C 6.747605 -1.240759 -4.249158 1.040 -0.505 0.194
C 6.610885 -2.145123 -2.948837 -0.064 0.142 -2.168
C 7.460656 -1.683942 -1.787486 -0.673 0.795 0.649
C 7.229810 -2.486460 -0.516845 0.686 1.131 0.612
C 5.783766 -2.218900 -0.085289 0.024 -0.905 0.338
C 4.692476 -2.611954 -1.151917 0.128 0.622 0.114
N 5.171019 -1.975248 -2.439475 -1.448 6.150 -1.060
O 4.613003 -0.886689 -2.839056 1.897 -5.803 2.206
C 3.401507 -2.025037 -0.657112 -1.174 -0.301 -0.161
C 4.577743 -4.099524 -1.388997 -0.288 -0.841 0.069
C 7.054938 -3.551341 -3.386970 -1.716 1.159 -1.231
H 6.425118 -1.883708 -5.076586 -0.575 0.548 0.076
H 7.840783 -1.115620 -4.517729 -1.065 0.086 0.827
H 6.226595 -0.258652 -4.222271 0.597 -0.920 -0.036
H 7.222836 -0.639651 -1.639581 -0.172 0.480 0.425
H 8.454301 -1.646016 -2.154803 1.125 -0.445 -0.243
H 7.897002 -2.085823 0.287974 -0.455 -0.280 -0.622
H 7.570426 -3.521403 -0.668440 -0.719 0.115 0.214
H 5.585624 -1.207894 0.285419 0.504 0.370 -0.857
H 5.500119 -2.733270 0.838883 0.060 -0.697 -0.354
H 3.179549 -2.472508 0.317095 0.061 -0.356 -0.136
H 2.555979 -2.270376 -1.333084 0.461 0.399 0.273
H 3.434594 -0.974219 -0.409153 0.068 0.438 -0.473
H 4.983154 -4.590642 -0.499791 0.035 -0.247 -0.326
H 5.056696 -4.441514 -2.308147 -0.048 -0.025 0.386
H 3.524398 -4.393300 -1.496365 0.253 0.223 0.005
H 8.070712 -3.435623 -3.691561 0.767 -0.069 -0.140
H 6.450735 -3.774894 -4.277343 0.272 -0.431 0.285
H 6.942867 -4.310892 -2.672596 0.108 -0.912 0.945
C -1.507530 -7.992361 -1.816726 -1.036 0.205 -0.016
C -0.231243 -7.123333 -1.993754 0.284 -2.029 1.564
C -0.473416 -5.943730 -2.860614 1.385 -0.530 -1.280
C -1.332584 -4.885691 -2.281829 0.789 1.883 -1.806
C -0.570235 -4.321615 -1.116849 -1.149 0.844 1.333
C -0.564903 -5.245508 0.087913 1.105 -1.043 0.886
N -0.034407 -6.642875 -0.472189 -0.045 -2.849 3.678
O 0.277349 -7.474202 0.410854 -0.884 3.326 -4.185
C -1.869031 -5.619760 0.944148 0.801 0.928 -0.876
C 0.541519 -4.787626 1.072892 -1.599 -0.343 0.253
C 0.964520 -8.029226 -2.359199 -0.641 -0.433 0.370
H -2.400982 -7.345752 -1.701679 0.506 -0.377 0.380
H -1.473862 -8.777144 -1.053227 0.271 0.556 0.224
H -1.758306 -8.561596 -2.704512 0.536 0.164 -0.632
H -0.780549 -6.330112 -3.821817 -0.716 -0.295 -0.247
H 0.494292 -5.552992 -3.168188 0.214 0.445 0.315
H -2.319283 -5.232469 -2.086651 -0.876 -0.120 0.546
H -1.418289 -4.084298 -3.075783 -0.044 -0.768 0.875
H -0.982668 -3.351968 -0.777368 0.151 -0.395 -0.107
H 0.477977 -4.123993 -1.356783 -0.155 0.005 -0.363
H -2.374084 -4.676527 1.218978 0.402 -0.278 -0.123
H -1.486898 -6.094599 1.851912 -0.368 -0.110 -0.210
H -2.620058 -6.226616 0.426563 0.412 -0.028 0.040
H 0.672920 -5.411277 1.941248 0.229 -0.747 -0.056
H 0.241060 -3.877679 1.534495 -0.650 0.794 -0.164
H 1.453505 -4.514099 0.623182 1.200 -0.137 -0.784
H 1.239967 -8.711941 -1.566435 -0.489 -0.265 0.421
H 1.886580 -7.550475 -2.564414 0.636 1.158 -0.523
H 0.711609 -8.659175 -3.212400 -0.169 0.244 -0.061
C 1.259840 6.615318 1.410866 -0.049 0.157 0.718
C 0.927274 5.289639 0.703894 -2.629 -0.822 0.143
C 1.835260 4.553409 -0.286195 1.335 1.314 1.664
C 3.067076 3.903296 0.399918 -1.248 -1.283 0.816
C 2.611370 2.754554 1.421374 0.019 2.329 0.133
C 1.669762 3.335190 2.547146 -1.328 -1.855 0.279
N 0.544014 4.264415 1.921255 -0.849 0.145 -0.787
O -0.588193 4.290918 2.301112 2.606 -0.619 -0.106
C 2.302077 4.244556 3.542414 2.462 1.069 -0.309
C 0.998272 2.127726 3.275843 0.873 0.307 -1.213
C -0.453464 5.513592 0.012324 0.937 0.852 0.604
H 0.595248 6.715352 2.318210 0.455 0.093 -1.132
H 1.079510 7.487591 0.745467 -0.057 -0.755 0.325
H 2.274457 6.695233 1.778168 0.365 -0.110 -0.059
H 2.172066 5.417614 -0.855649 0.304 -0.135 -0.556
H 1.255562 3.925254 -0.941899 -0.148 -0.525 0.021
H 3.615953 4.663707 0.958665 0.116 -0.026 -0.239
H 3.708900 3.453264 -0.347775 0.252 0.045 -0.079
H 3.446120 2.288256 1.964029 0.012 0.432 -0.132
H 2.127403 1.943714 0.914709 -0.548 -0.238 -0.394
H 3.018068 3.727899 4.226368 -0.926 -0.004 -0.424
H 1.581678 4.832571 4.101018 0.020 0.002 0.177
H 2.986464 4.905839 2.962667 -0.565 0.118 0.687
H 0.353501 2.389660 4.074171 -0.704 0.692 0.754
H 1.802334 1.508232 3.748470 -0.614 0.300 -0.886
H 0.404226 1.643191 2.500559 0.159 -0.700 0.318
H -0.257291 6.205349 -0.822854 -0.115 -0.549 0.021
H -1.086128 6.066911 0.697446 -0.339 -0.025 0.016
H -0.919752 4.582094 -0.270081 -0.071 -0.199 -0.341
C -1.374661 2.228464 -6.646125 -1.319 -0.605 -0.600
C -1.518145 2.109321 -5.143165 -0.798 1.525 0.799
C -2.154694 0.785763 -4.640031 2.073 -0.488 -0.452
C -1.164408 -0.378129 -5.069920 1.485 1.074 -0.611
C 0.289222 -0.148032 -4.481852 -0.475 -0.610 0.748
C 1.020194 1.183902 -4.741015 -0.521 0.104 0.506
N 0.010421 2.325953 -4.597700 -2.689 -5.798 -2.004
O 0.336609 3.371643 -4.360988 1.604 4.863 1.609
C 1.575388 1.441804 -6.163228 0.031 0.463 0.517
C 2.087050 1.340122 -3.680305 0.731 0.315 0.985
C -2.284031 3.359655 -4.553945 1.769 0.169 -1.610
H -2.337741 2.599677 -7.050236 0.371 -0.194 0.332
H -1.179509 1.275788 -7.173313 0.083 0.623 0.424
H -0.657606 2.974616 -6.884358 0.701 0.579 -0.501
H -3.207023 0.602177 -4.972999 0.985 0.557 0.079
H -2.105482 0.946295 -3.560032 -0.417 -0.734 0.100
H -1.002438 -0.518998 -6.177412 -0.716 0.521 0.897
H -1.466652 -1.354554 -4.754208 -0.402 -0.444 0.517
H 1.000288 -0.923615 -4.814546 -0.599 0.239 -0.141
H 0.246229 -0.313578 -3.372259 -0.053 0.385 -0.926
H 1.666186 2.564686 -6.265270 0.512 -1.361 -0.224
H 0.855711 1.081758 -6.882165 0.165 -0.108 -0.387
H 2.529353 0.881233 -6.261113 -0.574 0.596 -0.022
H 1.642502 1.394828 -2.673946 -0.068 -0.210 -0.360
H 2.746250 2.241057 -3.735438 -0.410 -0.791 -0.542
H 2.668332 0.396060 -3.711225 -0.083 0.710 -0.038
H -1.981696 4.370575 -4.969856 -0.179 -1.377 0.309
H -2.226069 3.400142 -3.496795 0.176 -0.087 1.109
H -3.283786 3.177824 -4.823083 -1.441 -0.054 -0.340
C -8.270942 2.572755 2.002052 -1.665 -0.900 0.117
C -7.025839 3.108686 2.545009 1.951 1.315 -0.397
C -6.974901 3.198405 4.111130 -1.161 -0.733 -1.997
C -5.609288 3.487650 4.603188 1.383 -1.185 0.073
C -4.574794 2.359726 4.208581 -1.516 -0.370 -1.223
C -4.459014 2.012730 2.661345 -1.085 0.004 0.761
N -5.916167 2.098504 1.988748 2.714 6.549 11.265
O -6.064046 1.673488 1.011201 -1.647 -5.458 -10.825
C -3.918193 0.624754 2.412973 -0.619 -0.501 1.955
C -3.612359 3.002313 1.908343 1.076 0.907 0.163
C -6.674305 4.506959 1.832613 -0.477 -0.343 0.806
H -8.451731 1.536290 2.281744 0.008 -0.149 0.691
H -8.306844 2.467306 0.920382 -0.209 0.974 -0.068
H -9.052800 3.179787 2.479829 -0.172 -0.199 -0.797
H -7.308746 2.213012 4.419427 -0.095 -0.324 0.444
H -7.777138 3.896755 4.449016 0.818 -0.234 -0.333
H -5.657004 3.489418 5.671235 0.177 0.112 0.827
H -5.305369 4.460323 4.303110 0.512 0.752 -0.337
H -4.842980 1.429627 4.746983 -0.086 0.303 -0.304
H -3.553440 2.549768 4.475367 0.444 0.598 0.396
H -3.351749 0.552047 1.526480 0.314 -0.192 -1.033
H -4.671034 -0.176267 2.511211 0.204 0.321 -0.217
H -3.240404 0.476772 3.265757 0.105 -0.195 -0.329
H -3.518011 2.863380 0.822177 -0.049 -0.535 0.399
H -2.593745 3.000211 2.387738 -0.967 -0.300 -0.631
H -3.945041 4.009511 2.040768 -0.195 0.565 0.222
H -5.673197 4.886033 1.962067 0.252 -0.263 0.393
H -7.287636 5.217641 2.431570 0.151 -0.270 -0.866
H -6.834477 4.572047 0.733371 -0.513 -0.438 0.835
C -0.692536 -2.136294 3.263230 0.723 -1.617 0.984
C 0.730402 -2.795027 3.587778 -0.824 1.817 -4.089
O 0.930000 -3.706230 4.472279 1.270 -1.517 -0.301
O 1.573127 -2.613188 2.721798 -0.129 0.320 0.726
H -0.695418 -1.068846 3.374293 0.172 0.326 -0.042
H -1.598929 -2.572493 3.691950 0.489 0.049 0.907
H -0.813653 -2.433612 2.244616 0.162 0.494 -0.963
As 2.400091 -3.785542 -5.137937 -0.450 -2.271 0.895
F 3.908827 -3.314544 -4.441841 0.891 0.322 -0.296
F 1.665847 -2.995845 -3.690154 0.404 -0.413 -0.151
F 0.772897 -4.283937 -5.467798 0.417 -0.137 -0.617
F 3.156945 -4.524704 -6.595933 -1.052 0.978 1.991
F 2.616612 -5.329507 -4.187787 -0.265 1.234 -0.839
F 2.194401 -2.288133 -5.934871 0.249 0.291 -0.551
As -0.918218 0.570028 -0.422801 2.045 0.901 -0.944
F -0.530957 1.598498 -1.854075 -0.523 -0.523 0.317
F -2.563875 0.761991 -0.842875 -0.267 -0.512 0.127
F -1.185155 -0.319201 1.022049 -0.158 0.092 -0.197
F 0.834690 0.558878 -0.247308 -0.426 -0.055 0.615
F -1.017480 2.084361 0.549297 0.292 -0.966 -0.613
F -0.694818 -0.968611 -1.307485 -0.747 1.312 0.373
As -3.587376 7.014084 3.011948 -0.316 0.986 -0.647
F -4.347462 8.435565 2.415976 0.428 -0.020 0.334
F -3.042468 7.768494 4.460539 -0.627 -0.195 -0.119
F -2.915986 5.530143 3.488764 0.623 -1.400 0.928
F -4.046547 6.219026 1.540730 0.166 -0.207 -0.933
F -1.971293 7.382548 2.291234 -1.086 0.035 0.182
F -5.184016 6.415071 3.616619 1.161 0.854 0.302